*P*
Entry from the Open Molecules 2025 dataset: a single C2H7N2OP molecule (ωB97M-V with the def2-TZVPD basis set).

Atoms and positions in Å:
C  1.3213  1.3074  -0.2496
P  0.7765  -0.3536  -0.7852
N  1.3034  -1.3478  0.5942
N  -0.8585  0.1228  -0.6609
C  -1.7118  -0.5574  -0.0437
O  -2.9267  0.0213  0.1062
H  2.3593  1.4634  -0.4298
H  0.9176  1.9335  -0.9878
H  1.0335  1.9214  0.6790
H  1.5292  -2.3606  0.3926
H  0.6282  -1.3826  1.3175
H  -1.6564  -1.6690  0.1730
H  -2.7156  0.9011  -0.1054

The SMILES is CP(N)/N=C/O. Its charge is 0. The spin multiplicity is 1. The value obtained for the LUMO energy is 0.9034 eV.


*Q*
Entry from the Open Molecules 2025 dataset: a single C2H7N2OP molecule (ωB97M-V with the def2-TZVPD basis set).

Atoms and positions in Å:
C  -0.4182  -0.4529  1.8060
P  0.1222  -1.6271  0.4448
O  1.5924  -1.8770  1.0237
N  0.6471  -0.4882  -0.6691
C  0.3509  0.3000  -1.6251
N  -0.7780  0.7353  -2.2418
H  -0.4605  -1.0814  2.6482
H  0.1577  0.4131  1.7381
H  -1.3747  -0.0357  1.4934
H  1.8738  -0.9928  1.1355
H  1.2816  0.6761  -2.0335
H  -1.8050  0.6487  -1.7737
H  -0.6694  1.6202  -2.6501

The SMILES is CP(O)/N=C\N. Its charge is 0. The spin multiplicity is 1. The value obtained for the LUMO energy is 0.6647 eV.


Pick *P*: it beats the second-best structure by 7.6 kJ/mol.